1.
DFT (ωB97M-V/def2-TZVPD) results for 2 unconnected molecules or ions with the total composition C4H9N4 at a distorted geometry.

XYZ file:
```
17
C4H9N4, DFT ωB97M-V/def2-TZVPD
C -1.44 0.42 -0.81
H 0.46 -0.95 0.66
N 0.04 0.46 -0.87
H -1.19 -1.66 3.31
H 0.60 2.48 -1.00
H 2.86 1.33 -2.05
H -1.60 -0.33 2.10
N 1.86 -0.46 -1.44
C -0.84 -1.09 2.39
H 0.83 -2.08 2.02
C 1.99 0.85 -1.60
H -1.78 -0.44 -1.32
H -1.82 0.55 0.25
H -1.75 1.43 -1.31
N 0.64 -0.70 -0.91
C 0.81 1.45 -1.14
N 0.32 -1.27 1.72
```

The value obtained for the total energy is -376.484694 hartree. Its spin multiplicity is 1. For the energy above the lowest of the compared OMol25 structures with the same formula, charge and spin, the calculation gives 3.328 eV. The charge is +1. The LUMO energy comes out at -5.51 eV. The calculation puts the HOMO-LUMO gap at 8.236 eV. The calculation puts the largest force on an atom at 5.04 eV/Å.

Atom charges from the Mulliken analysis, given in e for atoms 1 to 8:
1. C -0.816
2. H 0.323
3. N 0.489
4. H 0.288
5. H 0.421
6. H 0.411
7. H 0.149
8. N -0.479

2.
DFT (ωB97M-V/def2-TZVPD) results for a gas-phase ion, C4H9N4 (charge +1) at a distorted geometry.

XYZ file:
```
17
C4H9N4, DFT ωB97M-V/def2-TZVPD
H -0.93 -1.53 0.56
C 0.24 1.40 0.25
N -0.08 -0.95 0.54
H -2.15 0.93 -1.11
C -2.03 0.36 -0.14
H 0.61 -0.63 1.28
H -2.40 -0.76 -0.19
H 1.09 -2.50 -0.49
H -2.48 0.95 0.71
N 0.28 2.57 -0.06
C 0.89 -1.41 -0.44
H 3.09 -0.93 -0.14
N 2.06 0.58 0.36
H 0.44 -1.27 -1.39
C 2.10 -0.55 -0.15
H -0.15 3.44 0.14
N -0.58 0.32 0.27
```

The value obtained for the total energy is -376.379472 hartree. Its spin multiplicity is 1. For the energy above the lowest of the compared OMol25 structures with the same formula, charge and spin, the calculation gives 6.191 eV. The charge is +1. The LUMO energy comes out at -3.59 eV. The calculation puts the HOMO-LUMO gap at 9.168 eV. The calculation puts the largest force on an atom at 3.94 eV/Å.

Atom charges from the Mulliken analysis, given in e for atoms 1 to 8:
1. H 0.364
2. C 0.402
3. N -0.142
4. H 0.305
5. C -0.822
6. H 0.362
7. H 0.311
8. H 0.350

3.
DFT (ωB97M-V/def2-TZVPD) results for a gas-phase ion, C4H9N4O (charge +1) at a distorted geometry.

XYZ file:
```
18
C4H9N4O, DFT ωB97M-V/def2-TZVPD
H 0.44 -2.58 -0.70
H 1.05 -1.37 1.14
C -0.05 1.36 -0.45
N 0.15 -1.63 -0.68
C 0.70 0.87 1.85
H 1.44 1.67 1.66
C -0.92 -1.28 -1.63
H -2.36 -0.11 -2.16
H -0.94 1.94 -0.42
N 0.47 1.39 -1.67
C 0.48 -0.90 0.30
H 1.43 0.86 -1.90
N -1.67 -0.34 -1.37
N 0.44 0.41 0.48
H 1.02 -0.01 2.45
O -0.07 2.08 -2.58
H -0.87 -2.11 -2.46
H -0.21 1.44 2.16
```

The value obtained for the total energy is -451.689420 hartree. Its spin multiplicity is 1. For the energy above the lowest of the compared OMol25 structures with the same formula, charge and spin, the calculation gives 4.527 eV. The charge is +1. The LUMO energy (spin up / spin down) comes out at -4.50 / -4.50 eV. Its SMILES is [H]/N=C/[NH+]=C\N(C)/C=[NH+]/[O-]. The calculation puts the HOMO-LUMO gap (spin up / spin down) at 8.220 / 8.217 eV. The calculation puts the largest force on an atom at 4.50 eV/Å.

Atom charges from the Mulliken analysis, given in e for atoms 1 to 8:
1. H 0.311
2. H 0.295
3. C -0.550
4. N -0.074
5. C -0.819
6. H 0.373
7. C -0.131
8. H 0.298

4.
DFT (ωB97M-V/def2-TZVPD) results for a single C4H9N5 molecule at a distorted geometry.

XYZ file:
```
18
C4H9N5, DFT ωB97M-V/def2-TZVPD
H 2.10 0.00 1.85
N 2.10 -0.14 0.92
N 3.08 -1.02 0.58
H -3.55 -0.46 -0.16
H -2.62 -1.77 0.93
H -1.30 -0.38 -1.49
H -0.78 -1.47 -0.36
N 2.21 -0.08 -1.20
C 0.37 1.30 -0.14
C -1.35 -0.57 -0.53
N 3.17 -0.93 -0.75
C -0.88 0.66 0.27
N -2.66 -1.22 -0.09
H 0.69 2.19 0.20
H 0.28 1.74 -1.29
H -1.47 1.40 0.17
C 1.61 0.40 -0.17
H -1.00 0.32 1.25
```

The value obtained for the total energy is -431.444603 hartree. Its spin multiplicity is 1. For the energy above the lowest of the compared OMol25 structures with the same formula, charge and spin, the calculation gives 4.427 eV. The charge is 0. The LUMO energy comes out at 0.61 eV. Its SMILES is NCCCc1nnn[nH]1. The calculation puts the HOMO-LUMO gap at 10.085 eV. The calculation puts the largest force on an atom at 7.56 eV/Å.

Atom charges from the Mulliken analysis, given in e for atoms 1 to 8:
1. H 0.160
2. N 0.240
3. N -0.363
4. H 0.242
5. H 0.272
6. H 0.564
7. H 0.326
8. N -0.305

5.
DFT (ωB97M-V/def2-TZVPD) results for a single C4H9N5P2 molecule at a distorted geometry.

XYZ file:
```
20
C4H9N5P2, DFT ωB97M-V/def2-TZVPD
C 0.32 2.25 0.26
H -0.82 -3.63 -0.13
H 2.05 3.10 -1.08
N -1.21 -0.93 0.87
H 0.68 -1.46 1.76
H -0.63 -2.64 2.18
H -1.72 0.93 1.12
C 1.12 2.50 -1.05
N 0.54 0.05 -0.80
H 0.78 2.72 1.12
C -0.12 -2.76 0.02
H 0.42 3.02 -1.74
H -0.66 2.69 0.36
P 1.37 0.84 -1.87
H 0.85 -3.08 -0.39
P -0.85 -1.39 -1.03
N 0.29 0.77 0.39
N -0.82 0.33 1.14
C -0.19 -1.97 1.30
N -1.39 -1.32 -2.44
```

The value obtained for the total energy is -1114.062358 hartree. Its spin multiplicity is 1. For the energy above the lowest of the compared OMol25 structures with the same formula, charge and spin, the calculation gives 0.492 eV. The charge is 0. The LUMO energy (spin up / spin down) comes out at -1.16 / -1.16 eV. The calculation puts the HOMO-LUMO gap (spin up / spin down) at 6.597 / 6.593 eV. The calculation puts the largest force on an atom at 3.12 eV/Å.

Atom charges from the Mulliken analysis, given in e for atoms 1 to 8:
1. C -0.455
2. H 0.296
3. H 0.416
4. N -0.480
5. H 0.283
6. H 0.245
7. H 0.305
8. C -0.637

6.
DFT (ωB97M-V/def2-TZVPD) results for 2 unconnected molecules or ions with the total composition C4H9NO.

XYZ file:
```
15
C4H9NO, DFT ωB97M-V/def2-TZVPD
C 0.02 0.49 -0.69
C 0.29 1.60 0.33
H -0.65 2.06 0.67
H 0.80 1.23 1.22
H -0.57 -0.31 -0.25
H 0.88 2.39 -0.13
O -0.50 0.78 -3.02
N -0.15 -2.15 2.79
H -0.77 -1.35 2.67
H 1.13 -1.13 1.51
H -1.57 1.73 -1.61
C 0.92 -2.00 2.13
C -0.75 1.03 -1.87
H 0.94 0.04 -1.06
H 1.66 -2.80 2.18
```

The value obtained for the total energy is -287.754168 hartree. Its spin multiplicity is 1. For the energy above the lowest of the compared OMol25 structures with the same formula, charge and spin, the calculation gives 2.130 eV. The charge is 0. The LUMO energy comes out at 0.77 eV. Its SMILES is CCC=O.C=N. The calculation puts the HOMO-LUMO gap at 10.770 eV. The calculation puts the largest force on an atom at 0.34 eV/Å.

Atom charges from the Mulliken analysis, given in e for atoms 1 to 8:
1. C -0.052
2. C -1.135
3. H 0.329
4. H 0.324
5. H 0.229
6. H 0.347
7. O -0.457
8. N -0.509

7.
DFT (ωB97M-V/def2-TZVPD) results for a single C4H9NO molecule.

XYZ file:
```
15
C4H9NO, DFT ωB97M-V/def2-TZVPD
H 2.02 -0.63 1.14
C -1.15 -1.51 -0.58
C -0.04 -0.79 -0.38
H -0.10 1.97 -0.43
H -1.60 1.22 0.17
H -0.50 2.02 1.31
N 0.14 0.13 0.67
H -1.89 -1.78 0.17
C -0.54 1.40 0.41
O -1.45 -1.94 -1.83
H -0.90 -1.37 -2.38
H 2.07 0.82 0.10
H 1.66 0.98 1.83
H 0.74 -0.85 -1.15
C 1.55 0.34 0.95
```

The value obtained for the total energy is -287.744329 hartree. Its spin multiplicity is 1. For the energy above the lowest of the compared OMol25 structures with the same formula, charge and spin, the calculation gives 2.398 eV. The charge is 0. The LUMO energy comes out at 0.98 eV. Its SMILES is CN(C)/C=C/O. The calculation puts the HOMO-LUMO gap at 9.044 eV. The calculation puts the largest force on an atom at 0.63 eV/Å.

Atom charges from the Mulliken analysis, given in e for atoms 1 to 8:
1. H 0.342
2. C 0.117
3. C -0.566
4. H 0.335
5. H 0.335
6. H 0.300
7. N -0.098
8. H 0.398

8.
DFT (ωB97M-V/def2-TZVPD) results for 2 unconnected molecules or ions with the total composition C4H9NO.

XYZ file:
```
15
C4H9NO, DFT ωB97M-V/def2-TZVPD
H 1.58 -0.53 -1.33
O -2.46 -0.94 0.52
H -0.87 1.33 -1.19
C 1.83 0.10 0.76
H -1.73 1.65 0.40
N -0.39 -1.28 -0.40
C 1.31 0.23 -0.62
H 1.20 1.22 -1.03
H 1.60 0.98 1.37
H -3.16 -0.28 0.48
C -1.16 0.96 -0.22
H 1.41 -0.79 1.24
H -0.76 -2.20 -0.64
C -1.32 -0.42 -0.07
H 2.92 -0.04 0.72
```

The value obtained for the total energy is -287.645654 hartree. Its spin multiplicity is 1. For the energy above the lowest of the compared OMol25 structures with the same formula, charge and spin, the calculation gives 5.083 eV. The charge is 0. The LUMO energy (spin up / spin down) comes out at -0.30 / -0.30 eV. The calculation puts the HOMO-LUMO gap (spin up / spin down) at 7.122 / 7.123 eV. The calculation puts the largest force on an atom at 0.44 eV/Å.

Atom charges from the Mulliken analysis, given in e for atoms 1 to 8:
1. H 0.255
2. O -0.520
3. H 0.258
4. C -0.824
5. H 0.337
6. N -0.581
7. C -0.400
8. H 0.406

9.
DFT (ωB97M-V/def2-TZVPD) results for a molecular structure, C4H9NO at a distorted geometry.

XYZ file:
```
15
C4H9NO, DFT ωB97M-V/def2-TZVPD
H 2.43 1.61 0.22
O 2.16 0.18 -1.51
C -0.85 0.30 -0.52
H -0.85 1.46 -0.41
H -2.96 0.21 0.02
H 0.81 -1.96 -0.49
H 0.35 -1.03 1.01
C 1.62 0.04 -0.42
N 1.72 0.99 0.54
C -2.00 -0.24 0.27
C 0.56 -0.94 -0.06
H 1.70 0.67 1.49
H -2.03 -1.32 0.09
H -0.81 0.10 -1.57
H -1.84 -0.08 1.35
```

The value obtained for the total energy is -287.742081 hartree. Its spin multiplicity is 1. For the energy above the lowest of the compared OMol25 structures with the same formula, charge and spin, the calculation gives 2.459 eV. The charge is 0. The LUMO energy comes out at 0.92 eV. The calculation puts the HOMO-LUMO gap at 10.391 eV. The calculation puts the largest force on an atom at 2.44 eV/Å.

Atom charges from the Mulliken analysis, given in e for atoms 1 to 8:
1. H 0.241
2. O -0.651
3. C -0.296
4. H 0.264
5. H 0.366
6. H 0.308
7. H 0.326
8. C 0.558

10.
DFT (ωB97M-V/def2-TZVPD) results for a single C4H9NO molecule at a distorted geometry.

XYZ file:
```
15
C4H9NO, DFT ωB97M-V/def2-TZVPD
H -2.51 -0.68 -0.28
H -1.11 1.29 0.18
H -1.99 -2.09 0.48
O 1.11 2.64 0.65
C -0.32 -0.70 0.06
H 0.40 -1.30 -0.50
H -1.68 -1.78 -1.29
C 1.01 1.47 0.40
N 2.14 0.65 0.42
H 2.96 1.09 0.80
H -0.11 -0.91 1.11
H -0.20 1.00 -1.29
C -0.22 0.80 -0.22
H 2.20 -0.10 -0.25
C -1.67 -1.38 -0.28
```

The value obtained for the total energy is -287.814489 hartree. Its spin multiplicity is 1. For the energy above the lowest of the compared OMol25 structures with the same formula, charge and spin, the calculation gives 0.489 eV. The charge is 0. The LUMO energy comes out at 0.86 eV. Its SMILES is CCCC(N)=O. The calculation puts the HOMO-LUMO gap at 10.569 eV. The calculation puts the largest force on an atom at 2.36 eV/Å.

Atom charges from the Mulliken analysis, given in e for atoms 1 to 8:
1. H 0.317
2. H 0.310
3. H 0.328
4. O -0.591
5. C -0.376
6. H 0.254
7. H 0.303
8. C 0.355

11.
DFT (ωB97M-V/def2-TZVPD) results for a single C4H9NO molecule.

XYZ file:
```
15
C4H9NO, DFT ωB97M-V/def2-TZVPD
H 0.77 -2.57 1.09
H 0.58 1.25 -1.76
H -2.35 -1.50 0.06
H -0.97 -3.16 0.76
H 1.40 -0.55 -0.14
C -0.22 -2.37 0.69
H 0.49 3.10 -0.12
H -0.92 1.16 -0.83
C -0.49 -1.24 0.02
H 0.30 1.95 1.23
N 0.44 -0.31 -0.37
C 0.17 1.06 -0.75
O -1.74 -0.91 -0.40
H 1.82 2.01 0.31
C 0.73 2.09 0.23
```

The value obtained for the total energy is -287.780242 hartree. Its spin multiplicity is 1. For the energy above the lowest of the compared OMol25 structures with the same formula, charge and spin, the calculation gives 1.421 eV. The charge is 0. The LUMO energy comes out at 0.91 eV. Its SMILES is C=C(O)NCC. The calculation puts the HOMO-LUMO gap at 8.592 eV. The calculation puts the largest force on an atom at 0.26 eV/Å.

Atom charges from the Mulliken analysis, given in e for atoms 1 to 8:
1. H 0.238
2. H 0.255
3. H 0.317
4. H 0.230
5. H 0.187
6. C -1.151
7. H 0.324
8. H 0.307

12.
DFT (ωB97M-V/def2-TZVPD) results for a single C4H9NO molecule at a distorted geometry.

XYZ file:
```
15
C4H9NO, DFT ωB97M-V/def2-TZVPD
O -0.19 -0.98 1.24
C -2.67 -0.26 -0.14
H 3.22 0.09 -0.31
H -2.54 0.56 0.69
N -1.29 0.51 -0.06
H -2.47 -1.30 0.13
H -2.95 -0.27 -1.22
C 1.10 0.44 -0.23
H -1.25 1.36 -0.59
H 1.19 1.52 -0.03
C 2.34 -0.32 0.19
C -0.16 -0.08 0.43
H 2.49 -0.25 1.27
H 2.25 -1.38 -0.06
H 0.93 0.35 -1.31
```

The value obtained for the total energy is -287.717141 hartree. Its spin multiplicity is 1. For the energy above the lowest of the compared OMol25 structures with the same formula, charge and spin, the calculation gives 3.138 eV. The charge is 0. The LUMO energy comes out at 0.78 eV. Its SMILES is CCC(=O)NC. The calculation puts the HOMO-LUMO gap at 9.771 eV. The calculation puts the largest force on an atom at 4.34 eV/Å.

Atom charges from the Mulliken analysis, given in e for atoms 1 to 8:
1. O -0.612
2. C -0.791
3. H 0.367
4. H 0.445
5. N -0.311
6. H 0.197
7. H 0.215
8. C -0.327